*i*
C24H25Cl2MoN4O2S2 | wB97M-V/def2-TZVPD

Last column: Mulliken charge in e.
CARTESIAN COORDINATES (ANGSTROEM)
Mo: -0.1370 0.7097 0.1438  -0.3488
Cl: 2.8759 3.8312 1.0385  -0.1783
Cl: 0.8515 4.9697 -0.7578  -0.1653
S: -1.8208 1.4757 -1.4009  -0.3859
S: 1.2536 1.2390 -1.8729  -0.5529
O: -0.7117 2.4893 0.9933  -0.6374
O: 0.2391 3.9499 2.4155  -0.5692
N: 1.3807 -0.9336 0.7132  0.8199
N: -0.1190 -1.2376 -1.3632  1.1450
N: -1.4339 -0.7136 1.0307  1.4202
N: 0.4821 0.7548 2.4281  0.9993
C: 1.3778 0.8941 5.0415  -0.4322
C: 0.6246 -2.0254 1.4015  -1.8208
C: 0.1138 1.3440 4.7052  -1.0181
C: 0.1552 -3.3491 -3.1397  -0.4913
C: 1.2819 3.6255 0.3114  2.8080
C: -0.8824 -1.8765 1.4146  1.1616
C: 0.2053 1.6332 -3.1411  0.6690
C: -3.5990 -1.5822 1.5448  -1.0580
C: -1.6587 -2.9360 1.8547  -1.0839
C: 0.1827 3.3945 1.3501  0.0261
C: 1.2046 -2.9847 -2.3089  -0.9184
C: 0.8055 1.9016 -4.4893  -1.6068
C: 2.0750 -1.4679 -0.4747  -1.8177
C: -2.7698 -0.5761 1.0989  -0.6311
C: -1.1396 -1.6207 -2.1330  -0.5526
C: -1.0426 -2.6632 -3.0387  -1.1761
C: -1.1600 1.7558 -2.9288  0.8545
C: -3.0325 -2.7902 1.9237  -0.5015
C: 1.0265 -1.9271 -1.4396  0.8024
C: -2.0820 2.1820 -4.0349  -1.5896
C: 2.4013 -0.3540 1.6213  -0.9942
C: -0.2955 1.2675 3.3867  -0.4026
C: 2.1797 0.3414 4.0530  -1.0594
C: 1.6871 0.2841 2.7661  0.2730
H: 1.7354 0.9610 6.0602  0.4432
H: -1.1825 -3.8640 2.1435  0.5354
H: -1.8969 -2.9281 -3.6451  0.4877
H: 0.9488 -2.0695 2.4436  0.6898
H: -3.6514 -3.6075 2.2689  0.4523
H: 0.7236 2.9639 -4.7328  0.3353
H: -0.5468 1.7746 5.4433  0.4703
H: -2.0594 -1.0612 -2.0231  0.5572
H: -1.2494 1.6619 3.0698  0.5493
H: -1.7479 3.1265 -4.4683  0.3615
H: 2.7439 -2.2896 -0.1981  0.5982
H: -2.0922 1.4409 -4.8379  0.3238
H: 1.8573 1.6288 -4.5142  0.4772
H: 3.0954 -1.1271 1.9661  0.5113
H: 0.2686 -4.1674 -3.8382  0.4440
H: -3.0973 2.3090 -3.6676  0.4729
H: 2.6750 -0.6716 -0.9138  0.5798
H: 3.1662 -0.0417 4.2763  0.5372
H: 0.8814 -2.9898 0.9598  0.7146
H: 2.1486 -3.5126 -2.3319  0.5362
H: -4.6667 -1.4225 1.5869  0.4799
H: 1.3472 2.7606 -0.3283  -1.8449
H: -3.1602 0.3804 0.7779  0.5503
H: 2.9647 0.3931 1.0559  0.3924
H: 0.2756 1.3471 -5.2660  0.3582

The value obtained for the molecular weight is 632.470 g mol⁻¹. Its spin multiplicity is 3. The LUMO energy (alpha / beta) is -2.8202 / -4.2610 eV. As for the net charge: +1. As for the expectation value of S²: 2.069.


*ii*
C24H25Cl2MoN4O2S2 | wB97M-V/def2-TZVPD

Last column: Mulliken charge in e.
CARTESIAN COORDINATES (ANGSTROEM)
Mo: -0.1276 0.3129 -0.0079  -0.3615
Cl: 3.8744 2.0127 -3.8454  -0.1420
Cl: 4.5537 0.1275 -1.7200  -0.1995
S: -1.8655 1.3315 -1.2479  -0.2896
S: 0.2327 2.6496 0.4963  -0.4020
O: 1.3798 0.6313 -3.1423  -0.5293
O: 1.6543 0.8023 -0.9133  -0.2346
N: 1.1131 -1.4191 0.8169  0.5417
N: -0.1145 0.4193 2.2226  1.0236
N: -0.0178 -1.2947 -1.6089  1.1963
N: -1.6981 -1.2280 0.6351  1.0463
C: -1.3241 3.4195 0.3269  0.6227
C: 1.3425 -3.0304 -2.5029  -0.8350
C: -3.8985 -2.1569 0.7333  -0.9574
C: -1.4759 4.7785 0.9598  -1.6892
C: 1.9366 -0.7545 1.8506  -0.7087
C: -2.0248 -3.4558 1.4160  -1.0755
C: -0.8998 1.1633 4.3341  -1.0908
C: -3.0243 -1.1302 0.4447  -0.4965
C: -0.5605 -2.2581 -3.7165  -0.8781
C: 2.0191 0.9128 -2.1606  0.3128
C: 1.2149 0.0595 4.1592  -1.0802
C: -3.3880 -3.3500 1.2209  -0.4726
C: 0.9942 -0.0648 2.8003  0.4086
C: -0.8026 -1.3693 -2.6888  -0.5446
C: 1.0414 -2.1149 -1.5135  1.3099
C: 1.9159 -1.9554 -0.2974  -1.5117
C: 0.2565 0.6882 4.9375  -0.3503
C: 0.2680 -2.4823 1.4151  -1.5573
C: 0.5365 -3.0964 -3.6275  -0.5772
C: -1.2080 -2.3736 1.1260  0.9284
C: -3.5496 3.4991 -0.8477  -1.6206
C: -2.2465 2.8550 -0.4655  0.7462
C: -1.0435 1.0217 2.9707  -0.3916
C: 3.4616 1.4476 -2.2421  0.1961
H: 2.2060 -3.6734 -2.3954  0.5023
H: -3.4188 4.1583 -1.7096  0.3010
H: -1.6716 1.6535 4.9094  0.4555
H: 2.5709 -0.0190 1.3473  0.4121
H: -1.8979 1.4195 2.4367  0.5785
H: 0.7635 -3.7949 -4.4217  0.4528
H: 2.7147 -1.2505 -0.5241  -0.2541
H: -2.4434 4.8812 1.4537  0.3651
H: -0.6945 4.9490 1.6979  0.4455
H: -4.9571 -2.0228 0.5643  0.4745
H: -4.2964 2.7522 -1.1139  0.4010
H: -1.6327 -0.6782 -2.7325  0.3141
H: -3.9421 4.1027 -0.0291  0.3703
H: -1.2149 -2.2724 -4.5758  0.4906
H: 2.3763 -2.9100 -0.0283  0.6299
H: -3.3642 -0.1925 0.0290  0.3851
H: -4.0413 -4.1833 1.4422  0.4373
H: 2.5796 -1.4657 2.3776  0.5927
H: 3.5968 2.2579 -1.5342  0.2872
H: -1.4048 5.5656 0.2059  0.3351
H: 0.3895 -2.4692 2.5007  0.5910
H: 0.6209 -3.4598 1.0818  0.6167
H: 0.4061 0.8005 6.0027  0.4346
H: 2.1224 -0.3334 4.5976  0.5273
H: -1.5890 -4.3719 1.7935  0.5172

The value obtained for the molecular weight is 632.470 g mol⁻¹. Its spin multiplicity is 3. The LUMO energy (alpha / beta) is -3.0317 / -3.4246 eV. As for the net charge: +1. As for the expectation value of S²: 2.020.


The data favor *ii*; the next most stable structure lies 25.9 kcal/mol above it.


*i*
C5H7ClOS | wB97M-V/def2-TZVPD

Last column: Mulliken charge in e.
CARTESIAN COORDINATES (ANGSTROEM)
Cl: -3.0199 -0.4775 -0.2316  -0.1944
S: -0.1715 2.2965 -0.7605  -0.1993
O: -0.2915 -0.1522 0.3986  -0.2557
C: 0.9686 -0.5021 0.0971  0.4159
C: 0.9443 -1.4551 -1.0405  -0.8274
C: 2.0080 0.1057 0.8054  -0.6123
C: -2.0946 0.8957 0.6559  -0.5229
C: -0.7643 0.9553 -0.0601  0.2484
H: 0.1885 -2.3881 -0.8842  0.2625
H: 1.8411 -1.9757 -1.6262  0.3075
H: 0.1335 -0.9862 -1.8105  0.2358
H: 3.1171 0.2641 0.5166  0.2557
H: 1.6383 0.6694 1.8060  0.1817
H: -2.5042 1.9056 0.4699  0.3682
H: -1.9933 0.8447 1.6641  0.3364

The value obtained for the molecular weight is 150.630 g mol⁻¹. The structure (SMILES) is C=C(C)OC(=S)CCl. The LUMO energy is -0.1003 eV. As for the net charge: 0.


*ii*
C5H7ClOS | wB97M-V/def2-TZVPD

Last column: Mulliken charge in e.
CARTESIAN COORDINATES (ANGSTROEM)
Cl: 0.7900 0.7227 2.2342  -0.1792
S: -0.5075 1.9442 -1.6403  -0.2165
O: -2.0596 0.7572 1.9501  -0.4581
C: 0.4505 -1.3065 0.3267  -0.9460
C: -1.4754 0.2233 1.0854  -0.2118
C: 0.5111 -0.8172 -1.1464  -0.4259
C: -0.0305 0.0668 0.8265  0.7587
C: 0.3361 0.6110 -0.6767  -0.3612
H: 1.4694 -1.4005 0.9501  0.2808
H: -0.4673 -1.1642 -1.5750  0.2587
H: 0.0787 3.1674 -1.1368  0.1709
H: 1.4724 -1.2245 -1.6624  0.2661
H: -1.8349 -0.2989 0.2819  0.3905
H: 1.3321 0.9116 -0.2845  0.3044
H: -0.0650 -2.1926 0.4671  0.3685

The value obtained for the molecular weight is 150.630 g mol⁻¹. The structure (SMILES) is O=C[C@@]1(Cl)CC[C@H]1S. The LUMO energy is 0.5376 eV. As for the net charge: 0.


The data favor *ii*; the next most stable structure lies 23.2 kcal/mol above it.


*i*
C4H12N2O | wB97M-V/def2-TZVPD

Last column: Mulliken charge in e.
CARTESIAN COORDINATES (ANGSTROEM)
O: -0.9758 -0.1555 -2.7912  -0.6673
N: -0.8118 -0.9045 -0.0460  0.0605
N: -3.0736 -0.6018 -0.5174  -0.4213
C: 1.2878 0.5184 0.2028  -0.0361
C: -2.0526 -0.4562 0.2942  0.2146
C: 2.2278 0.8754 1.3769  -1.3779
C: 0.2847 -0.4718 0.7759  -0.9403
H: 0.8520 -1.3204 1.2179  0.3109
H: 3.1742 1.3372 1.0690  0.3627
H: 0.8513 1.4876 -0.0506  0.2482
H: -0.1012 -0.0366 1.7057  0.3760
H: -0.3567 0.3321 -3.3349  0.3200
H: 1.8232 1.5656 2.1053  0.3905
H: 1.9326 0.0399 -0.5369  0.3310
H: -2.1554 0.1637 1.1799  0.4207
H: -2.9628 -1.5594 -0.8948  0.3455
H: -0.6737 -1.0587 -1.0555  0.3692
H: 2.5490 -0.0410 1.8884  0.3559
H: -1.8193 0.2861 -2.5887  0.3371

The value obtained for the molecular weight is 104.153 g mol⁻¹. Its spin multiplicity is 2. The LUMO energy (alpha / beta) is -4.4100 / -7.9957 eV. As for the net charge: +1. As for the expectation value of S²: 0.782.


*ii*
C4H12N2O | wB97M-V/def2-TZVPD

Last column: Mulliken charge in e.
CARTESIAN COORDINATES (ANGSTROEM)
O: -1.4700 2.1824 0.9221  -0.4538
N: 0.2848 0.9382 0.0105  -0.0488
N: 1.0805 -2.4076 -1.3032  -0.5014
C: -0.6508 2.0397 -0.1808  -0.4258
C: -0.0285 -0.4404 -0.1415  0.4002
C: 1.2832 -1.1358 -0.6518  -0.8229
C: -0.5548 -1.0217 1.2011  -1.3396
H: 0.3874 -2.9957 -0.8291  0.2739
H: 1.9882 -1.2562 0.1729  0.3891
H: -1.2328 -0.3050 1.6454  0.4350
H: 0.7183 -2.3223 -2.2494  0.2976
H: 1.7379 -0.4803 -1.3683  0.4286
H: -1.1096 -1.9441 1.0046  0.3829
H: -1.2932 1.8605 -1.0331  0.3279
H: -1.0236 2.3696 1.7650  0.3612
H: -0.8587 -0.4993 -0.8357  0.2783
H: 1.0355 1.1494 0.6658  0.3446
H: 0.2385 -1.2439 1.9161  0.3412
H: -0.0835 2.9483 -0.4361  0.3318

The value obtained for the molecular weight is 104.153 g mol⁻¹. Its spin multiplicity is 2. The LUMO energy (alpha / beta) is -3.0410 / -7.9466 eV. As for the net charge: +1. As for the expectation value of S²: 0.756.


*iii*
C4H12N2O | wB97M-V/def2-TZVPD

Last column: Mulliken charge in e.
CARTESIAN COORDINATES (ANGSTROEM)
O: -1.4643 -1.2991 -0.7110  -0.5444
N: -1.3456 1.4899 0.3896  -0.1140
N: 1.1034 2.0688 -0.9342  -0.6172
C: -0.6700 -0.8911 0.5492  0.2001
C: -0.1472 0.5212 0.4794  0.1874
C: 0.3897 -1.8677 0.7503  -1.3694
C: 0.6717 0.6075 -0.7642  -0.9704
H: -1.4336 -0.8591 1.3734  0.3999
H: 2.0451 2.2358 -0.2634  0.3097
H: -1.9060 1.2644 -0.4117  0.3423
H: 0.9939 -1.6617 1.7361  0.3284
H: 1.6447 -0.0655 -0.8534  0.2601
H: 0.9948 -2.0963 -0.1549  0.3555
H: -2.1743 -1.8784 -0.3887  0.3401
H: 0.1157 -2.9944 0.9023  0.3599
H: 0.0942 0.2724 -1.5765  0.5568
H: 1.4105 2.1609 -1.9071  0.2812
H: -1.0071 2.3889 0.4801  0.3480
H: 0.6844 0.6034 1.3046  0.3460

The value obtained for the molecular weight is 104.153 g mol⁻¹. Its spin multiplicity is 2. The LUMO energy (alpha / beta) is -3.0222 / -8.8250 eV. As for the net charge: +1. As for the expectation value of S²: 0.754.


The data favor *ii*; the next most stable structure lies 7.6 kcal/mol above it.


*i*
C9H22N2Si | wB97M-V/def2-TZVPD

Last column: Mulliken charge in e.
CARTESIAN COORDINATES (ANGSTROEM)
Si: -0.9325 0.3458 -0.0405  -0.2481
N: 2.5782 -1.2520 -0.2196  -0.2029
N: -1.1389 -1.2966 -0.5754  0.5788
C: -1.6349 -1.4791 -1.9282  -1.0109
C: -0.4493 0.8145 2.7447  -1.3573
C: -1.5179 -2.2695 0.3778  -1.1761
C: -1.8381 3.0792 -0.3579  -1.0555
C: 0.2632 0.5510 1.3712  0.4001
C: 1.2420 1.6844 1.0506  -1.1193
C: 3.5455 -0.6133 -0.7158  -0.4334
C: 2.1364 -2.4121 -0.9478  -0.7142
C: -1.9952 1.5813 -0.7447  -0.3433
H: 1.8489 1.9153 2.0203  0.3323
H: -1.9334 3.3770 0.6952  0.2683
H: -2.7134 -1.2331 -1.8670  0.3706
H: -2.4763 3.7211 -1.0863  0.3069
H: 0.8654 -0.3498 1.4437  0.4016
H: -2.5716 -2.3592 0.6274  0.2785
H: 0.6074 2.5658 0.6245  0.1382
H: -1.1504 -0.6495 -2.4528  0.2861
H: -0.7362 3.3862 -0.6839  0.2362
H: -2.2417 1.2989 -1.7313  0.3922
H: -0.8500 -2.1403 1.3033  0.3165
H: 0.2360 0.6748 3.5967  0.3348
H: 1.0425 -2.1274 -1.0068  0.1424
H: 2.4476 -3.3059 -0.4942  0.2889
H: -1.5396 -2.4862 -2.5746  0.2446
H: -1.4075 0.3916 2.9035  0.3992
H: 4.0115 -0.7277 -1.6484  0.2904
H: 1.9137 1.3688 0.2549  0.2138
H: 2.5124 -2.4580 -2.0256  0.3134
H: 3.8281 0.3318 -0.2670  0.3299
H: -1.1204 -3.1811 0.0132  0.4166
H: -0.7004 1.8448 2.5609  0.3807

The value obtained for the molecular weight is 186.375 g mol⁻¹. The structure (SMILES) is C/C=[Si](\C(C)C)N(C)C.C=NC. The LUMO energy is 0.8006 eV. As for the net charge: 0.


*ii*
C9H22N2Si | wB97M-V/def2-TZVPD

Last column: Mulliken charge in e.
CARTESIAN COORDINATES (ANGSTROEM)
Si: -0.5105 -1.1970 1.4399  0.0796
N: 0.1400 -2.3410 0.2174  0.2700
N: 0.9908 2.0755 -0.6415  -0.4369
C: 0.9109 -0.2546 2.0436  -0.8318
C: -0.2693 1.9019 -1.3608  -0.1138
C: -2.1498 -1.4460 1.9943  -0.2738
C: -0.1105 -3.8146 0.4081  -0.8215
C: 2.2716 1.9209 -2.7298  -1.1215
C: -2.9500 -0.5184 2.9945  -1.0531
C: -1.1370 3.1954 -1.3089  -1.2127
C: 1.0302 -1.8963 -0.7590  -0.5900
C: 2.0575 2.0938 -1.3005  0.0631
H: -0.8376 1.1548 -0.8378  0.1326
H: -2.2394 0.1831 3.3261  0.2808
H: 1.6470 -0.8156 2.6329  0.3326
H: 2.2132 -2.1814 -0.7501  0.2001
H: -0.9430 -3.8939 1.0819  0.2633
H: 1.6459 2.3982 -3.3820  0.4364
H: 1.2600 0.3696 1.3680  0.2473
H: 0.4458 0.5154 2.7542  0.2883
H: -0.2698 -4.4058 -0.6114  0.2353
H: 0.7649 -4.2878 0.8946  0.3012
H: -1.6313 3.3046 -0.3329  0.3002
H: -2.8332 -2.2599 1.6606  0.2598
H: -0.1697 1.5435 -2.4069  0.3409
H: 0.6896 -2.2810 -1.6981  0.4347
H: 0.9715 -0.8555 -0.8318  -0.1393
H: 2.4573 0.8264 -2.8941  0.2326
H: -0.4955 4.1054 -1.3525  0.3091
H: 2.9081 2.3721 -0.6368  0.4310
H: -1.9273 3.2688 -2.1358  0.3006
H: -3.4841 -0.9875 3.7960  0.3197
H: 3.3604 2.1762 -3.0426  0.2920
H: -3.8068 0.0310 2.4013  0.2431

The value obtained for the molecular weight is 186.375 g mol⁻¹. The structure (SMILES) is C/C=[Si](\C)N(C)C.C/C=N\CC. The LUMO energy (alpha / beta) is 0.7473 / 0.7473 eV. As for the net charge: 0.


*iii*
C9H22N2Si | wB97M-V/def2-TZVPD

Last column: Mulliken charge in e.
CARTESIAN COORDINATES (ANGSTROEM)
Si: -0.4700 1.2630 0.0626  0.0203
N: -0.7199 1.8532 -1.5530  -0.5213
N: -0.1964 2.3112 1.4344  -0.4603
C: 1.6648 -0.5633 0.7297  1.0374
C: 1.6109 0.0317 -2.5179  -1.5843
C: -2.0823 0.3335 0.5209  -0.5352
C: 2.9633 -1.2962 0.6087  -1.3872
C: 1.2634 0.3799 -0.1164  0.0026
C: 0.8753 -0.8821 1.9983  -1.2426
C: 2.0471 0.8091 -1.3133  -0.8287
C: -2.4567 -0.9083 -0.1789  -0.1927
C: -3.5293 -1.6123 0.6036  -1.6886
H: -0.7512 2.8356 -1.6953  0.2011
H: -3.1037 -1.8999 1.5004  0.4488
H: 0.7660 -0.4597 -2.1783  0.5227
H: -2.9870 1.0873 0.3386  0.3066
H: 0.2315 -0.0755 2.1650  0.2062
H: 1.5646 -1.0163 2.8317  0.4695
H: -1.0346 2.8394 1.8551  0.2158
H: 0.5939 2.8862 1.5941  0.2152
H: 2.6803 -2.4249 0.4534  0.2442
H: 3.0941 0.8967 -1.1800  0.8259
H: 0.3511 -1.7836 1.7446  0.2750
H: 3.6384 -1.1828 1.4277  0.3647
H: 1.2226 0.6482 -3.3815  0.3168
H: -3.8061 -2.4131 -0.0550  0.4169
H: -1.9499 -0.0879 1.5467  0.2893
H: -1.5538 -1.6497 -0.0803  0.1359
H: 2.3268 -0.5634 -2.8763  0.3576
H: -2.8748 -0.6855 -1.1032  0.4526
H: -0.2827 1.3391 -2.2352  0.2341
H: 1.7744 1.9274 -1.5084  0.1778
H: -4.3102 -1.0116 0.8835  0.4265
H: 3.4402 -0.9253 -0.3262  0.2775

The value obtained for the molecular weight is 186.375 g mol⁻¹. The structure (SMILES) is CCC[Si](N)(N)C(CC)=C(C)C. The LUMO energy is 0.7752 eV. As for the net charge: 0.


The data favor *iii*; the next most stable structure lies 82.0 kcal/mol above it.